49
Properties=species:S:1:pos:R:3:forces:R:3 method="wB97M-V/def2-TZVPD" spin_multiplicity=2 e_above_lowest_kcal_mol=75.35 lumo_ev="-3.88 / -8.41" total_energy_ev=-27884.1937 homo_lumo_gap_ev="8.3 / 3.8" homo_energy_ev="-12.204 / -12.199" charge=+1
O -1.99554 -1.13748 3.36476 -1.52 0.12 1.45
H -1.75489 -0.70505 4.18738 0.06 1.02 0.80
H -2.11801 -2.05042 3.63523 -0.20 -1.16 -0.28
H -1.23698 -1.05272 2.78253 1.91 0.10 -2.14
B 0.20615 -0.51328 0.93833 -0.16 0.63 0.31
H 0.87916 -1.19331 0.43949 2.23 -3.08 -1.97
H -0.48860 -1.02463 1.58647 -2.60 -2.32 2.13
H 0.85929 0.06166 1.57637 2.58 2.05 2.35
H -0.34384 0.18676 0.32866 -1.96 2.02 -2.66
C 1.22656 -4.43487 0.60775 0.13 -3.58 0.00
C 0.42849 -4.30985 1.90902 0.18 2.03 -2.64
O 0.97617 -3.17478 2.41641 0.93 2.67 3.60
O 0.89254 -5.74891 0.27263 -0.84 -1.98 -2.47
H 2.31475 -4.46493 0.55270 0.43 0.82 1.58
H 1.04917 -3.80476 -0.26379 -1.21 0.34 0.29
H 0.38008 -5.16993 2.57687 0.65 0.19 -0.05
H -0.58434 -4.00863 1.64152 -0.65 -0.95 -0.32
H 0.95464 -2.51611 1.71836 0.08 0.14 0.21
H 1.13274 -6.36667 0.96708 0.21 0.21 -0.01
C -2.69583 1.62977 -2.01403 -1.22 0.29 -2.30
C -1.65218 1.74047 -3.07699 0.59 -0.14 0.64
O -1.17897 0.46629 -3.48330 -0.07 0.39 -0.98
O -3.88527 1.08435 -2.65099 0.08 0.46 1.43
H -2.93630 2.67559 -1.82287 -0.38 -0.14 0.65
H -2.29727 1.13615 -1.12770 -0.41 -0.33 0.16
H -0.90279 2.40169 -2.64189 0.90 -0.13 0.00
H -2.02464 2.30404 -3.93242 -0.17 -0.51 -0.15
H -0.92367 -0.09291 -2.74594 -0.11 0.44 0.17
H -3.77001 0.19919 -3.00425 0.54 -0.05 0.08
C -0.22579 4.75782 1.11999 1.36 -1.96 1.43
C 0.08637 3.27549 0.78409 -2.00 0.56 -1.96
O -0.32324 2.28219 1.70488 0.74 0.85 0.83
O 0.86956 5.24998 1.86212 0.91 0.38 0.00
H -1.01858 4.71140 1.86661 -0.98 0.26 -0.86
H -0.34731 5.31770 0.19270 -0.54 0.00 0.12
H 1.03406 3.11140 0.27119 0.87 0.22 0.91
H -0.57742 3.06688 -0.05493 -0.42 0.40 -0.64
H -0.20811 1.47968 1.19076 -0.11 -0.19 0.43
H 0.66417 6.12660 2.19523 -0.01 0.08 0.03
C 2.49140 0.60695 -1.56664 0.66 1.61 1.95
C 1.82434 -0.60012 -2.28707 -1.06 -2.58 -0.76
O 0.55192 -0.72316 -1.85311 -0.49 0.76 -1.66
O 2.92922 0.06488 -0.37616 1.44 0.27 -1.49
H 1.70518 1.29062 -1.24640 -0.43 0.19 -0.98
H 3.23466 1.09650 -2.19592 0.36 -0.45 0.36
H 2.30231 -1.56016 -2.09220 0.95 0.42 0.13
H 1.90706 -0.40199 -3.35571 -0.43 0.49 -0.13
H 0.47324 -1.09303 -0.97072 -0.09 -0.68 0.95
H 2.11631 -0.17637 0.07391 -0.73 -0.17 1.50

51
Properties=species:S:1:pos:R:3:forces:R:3 method="wB97M-V/def2-TZVPD" spin_multiplicity=1 lumo_ev=-18.31 total_energy_ev=-26360.5502 homo_lumo_gap_ev=2.2 homo_energy_ev=-20.467 charge=+4
C 2.03100 -1.84451 1.85818 -0.18 -0.24 -0.20
C 2.81014 -2.88525 1.06288 0.03 0.21 0.45
C 3.93641 -2.17818 0.21507 0.17 -0.52 -0.23
C 3.51111 -1.86674 -1.20636 -0.05 0.42 0.03
C 3.22594 -0.38014 -1.51647 -0.28 -0.37 0.33
C 2.11206 -0.23095 -2.55365 0.83 0.84 -0.29
C 1.40380 1.12734 -2.58970 -0.54 -0.56 1.86
C 0.71930 1.43932 -1.21164 -0.21 0.74 -1.50
B -0.86420 1.73398 -1.29685 -0.32 0.96 -0.95
O -1.79297 0.82513 -1.76286 0.75 -0.95 1.21
B -2.85599 0.70162 -0.86836 -0.46 -0.12 -1.05
C -3.68509 -0.69740 -0.75148 -0.09 0.17 -0.30
C -2.65119 -1.90808 -0.95965 1.06 -1.23 -0.01
N -3.36513 -3.01814 -0.48044 -1.98 1.83 -0.40
O -3.24919 1.74337 -0.10849 0.39 -0.48 0.76
B -2.26660 2.68298 0.20111 -0.80 0.91 -0.51
C -2.13399 3.33346 1.62110 0.19 0.41 -0.65
C -2.00956 2.27909 2.70572 -0.23 -0.92 0.90
C -2.95836 2.29796 3.87641 0.18 0.59 0.15
N -1.10550 1.39704 2.65553 -0.25 0.87 -0.99
O -1.35316 2.93451 -0.84466 0.81 -0.60 1.34
H 1.17967 -1.43707 1.31021 -0.06 0.17 -0.08
H 1.62805 -2.38482 2.72795 -0.13 0.06 0.12
H 2.65526 -1.04563 2.24320 0.07 0.11 0.14
H 2.14622 -3.48886 0.45377 -0.01 -0.07 -0.22
H 3.29000 -3.57295 1.75195 0.27 -0.05 0.02
H 4.74009 -2.91937 0.19516 0.11 -0.04 0.07
H 4.31876 -1.31272 0.74533 0.14 0.13 0.05
H 4.29378 -2.21122 -1.89044 0.02 -0.17 -0.04
H 2.63352 -2.47173 -1.43722 -0.08 -0.07 -0.24
H 4.14347 0.08472 -1.87433 0.13 0.16 -0.09
H 2.98233 0.09619 -0.56009 -0.18 0.16 0.07
H 1.32314 -0.95612 -2.37185 -0.17 -0.16 -0.15
H 2.55025 -0.38221 -3.53576 -0.22 -0.42 -0.22
H 2.17891 1.94489 -2.81180 0.34 -0.34 -0.90
H 0.67653 1.18639 -3.39237 0.19 0.31 -0.40
H 1.15767 2.37610 -0.74264 -0.30 0.10 0.66
H 0.90171 0.67077 -0.46422 0.40 -0.09 0.06
H -4.20712 -0.76248 0.19671 -0.12 0.18 0.12
H -4.38738 -0.75150 -1.58310 -0.34 -0.02 0.10
H -2.41717 -2.05944 -2.00617 0.01 0.24 -0.19
H -1.73969 -1.75933 -0.38115 -0.06 0.26 0.27
H -4.07018 -3.39303 -1.13048 0.45 -0.62 -0.13
H -3.83247 -2.89971 0.42715 0.74 -0.66 0.47
H -2.95393 4.01973 1.82178 -0.22 -0.02 0.11
H -1.22906 3.93991 1.62742 0.10 0.13 0.12
H -3.59663 1.42227 3.88671 -0.08 -0.17 -0.04
H -2.34654 2.30894 4.77471 0.06 -0.24 0.18
H -3.54556 3.20578 3.89527 -0.26 0.04 -0.14
H -0.50906 1.50200 1.82452 0.40 -0.54 0.30
Hf 2.57659 3.56413 -1.74556 -0.20 -0.35 0.02